Below is a molecular structure, C22H40MgN4S2Sb, with properties calculated with wB97M-V/def2-TZVPD.

XYZ file:
```
70
C22H40MgN4S2Sb | the Open Molecules 2025 dataset | wB97M-V/def2-TZVPD
Sb -0.0434 1.4115 0.5400
S -2.4040 -1.0916 0.6509
S 0.0549 -4.0362 0.3469
Mg 0.0304 -1.4687 0.5115
N -2.3355 -4.6752 -0.6768
N 2.1656 -1.7472 0.5426
N -0.6911 -4.1910 -2.1921
N -4.7120 -2.7211 0.5810
C -0.9721 2.1462 2.4419
C 4.9312 -1.8153 0.6958
C -0.4563 3.5420 2.7777
C -2.9751 -4.1465 -2.9724
C -0.5494 3.5688 -1.6536
C 2.9152 -1.7483 -0.5678
C -1.0927 -4.3046 -0.9186
C -2.5489 2.1698 -1.1841
C -0.5226 1.1262 3.4859
C 4.2951 -1.7785 -0.5369
C -1.0317 2.1595 -1.3225
C -2.4919 2.1828 2.3516
C -0.6025 1.1642 -2.3987
C 4.1641 -1.8534 1.8496
C 2.6707 1.8269 -0.7563
C 1.9836 2.3323 0.5104
C -1.5508 -4.5301 -3.3284
C 2.0009 3.8582 0.5207
C 2.7882 -1.8193 1.7298
C 2.7137 1.8082 1.7448
C -3.3643 -4.8901 -1.7112
C -3.7624 -2.0593 0.6211
H 3.7704 2.0970 1.6896
H -0.7103 4.2580 -0.8225
H -3.4646 -5.9587 -1.9067
H 2.2402 2.2742 -1.6551
H -4.3030 -4.5236 -1.3149
H -2.9498 1.2097 -0.8733
H 2.3769 -1.7210 -1.5093
H -2.6356 -4.6598 0.2853
H 0.6081 3.5432 3.0153
H 6.0124 -1.8162 0.7547
H 0.3002 -4.1122 -2.3313
H -1.0645 1.4400 -3.3537
H 3.7303 2.1088 -0.7302
H -1.4977 -5.6029 -3.5295
H 2.1509 -1.8546 2.6080
H -3.0356 -3.0704 -2.7980
H -0.9390 1.3991 4.4622
H -2.9199 1.2328 2.0494
H -2.9819 2.4138 -2.1614
H 2.6195 0.7435 -0.8487
H 1.5372 4.2738 1.4121
H -0.8887 0.1260 3.2448
H -0.9329 0.1518 -2.1527
H -1.1214 3.9476 -2.5088
H 0.4804 1.1576 -2.5438
H 3.0454 4.1944 0.5083
H 1.5129 4.2850 -0.3523
H 0.5057 3.5895 -1.9296
H -3.6514 -4.4041 -3.7852
H -0.6390 4.2489 1.9661
H -2.8823 2.9298 -0.4754
H 2.6723 0.7228 1.8196
H 4.6217 -1.9009 2.8284
H -1.1932 -3.9976 -4.2059
H -2.8876 2.4251 3.3450
H 2.3112 2.2361 2.6656
H 0.5650 1.0931 3.5877
H -0.9905 3.9121 3.6607
H -2.8364 2.9563 1.6627
H 4.8581 -1.7681 -1.4602
```

Calculated values
Net charge: +1
Molar mass in Da: 570.79
ΔE to the lowest compared entry with this formula, charge and spin in kJ/mol: 29.7
E_HOMO in hartree: -0.4137
Spin multiplicity: 1
Energy in Eh: -2317.90595